No. 1
Entry from OMol25: a 2-piece molecular cluster, C24H23BF3NO2 overall at a distorted geometry (ωB97M-V/def2-TZVPD).

Frontier orbital gap: 4.9 eV
Net charge: 0
E_tot: -1458.12786 Eh

Each line ends with the natural charge from an NBO analysis.
Positions of all 54 atoms, in Å:
C (3.655, 3.126, -5.123)  -0.261
O (2.553, 3.670, -4.364)  -0.470
C (1.769, 2.828, -3.641)  0.407
C (0.735, 3.419, -2.870)  -0.279
C (-0.054, 2.649, -2.057)  -0.077
C (0.114, 1.233, -1.972)  -0.230
C (-0.766, 0.482, -1.147)  0.141
C (-0.713, -0.940, -0.990)  -0.196
C (-1.862, -1.776, -1.120)  -0.117
C (-1.758, -3.137, -0.976)  -0.264
C (-0.519, -3.729, -0.625)  0.356
O (-0.525, -5.071, -0.405)  -0.478
C (0.711, -5.688, 0.019)  -0.260
C (0.634, -2.917, -0.503)  -0.272
C (0.532, -1.558, -0.723)  -0.127
C (1.115, 0.647, -2.809)  -0.037
C (1.937, 1.421, -3.604)  -0.355
H (4.124, 3.999, -5.572)  0.214
H (4.371, 2.607, -4.473)  0.189
H (3.301, 2.445, -5.907)  0.187
H (0.609, 4.496, -2.929)  0.246
H (-0.843, 3.115, -1.468)  0.268
H (-1.657, 1.003, -0.783)  0.255
H (-2.807, -1.314, -1.414)  0.228
H (-2.617, -3.792, -1.103)  0.238
H (0.468, -6.745, 0.101)  0.210
H (1.508, -5.541, -0.723)  0.182
H (1.037, -5.298, 0.995)  0.192
H (1.592, -3.363, -0.225)  0.224
H (1.438, -0.951, -0.693)  0.224
H (1.208, -0.436, -2.867)  0.218
H (2.722, 0.958, -4.204)  0.229
C (-2.911, 1.529, 3.850)  -0.406
N (-1.742, 1.211, 3.065)  -0.342
C (-1.218, 1.945, 2.018)  0.001
B (-1.939, 3.355, 1.643)  1.147
F (-1.177, 4.010, 0.670)  -0.556
F (-3.194, 2.927, 1.161)  -0.557
F (-2.001, 4.098, 2.836)  -0.547
C (-0.119, 1.280, 1.496)  -0.360
C (0.108, 0.124, 2.321)  -0.025
C (-0.962, 0.083, 3.265)  0.122
C (-1.111, -0.932, 4.197)  -0.236
C (-0.151, -1.954, 4.192)  -0.229
C (0.949, -1.897, 3.317)  -0.254
C (1.102, -0.850, 2.400)  -0.232
H (-3.061, 0.713, 4.560)  0.194
H (-2.790, 2.469, 4.401)  0.232
H (-3.788, 1.622, 3.202)  0.224
H (0.537, 1.592, 0.694)  0.218
H (-1.965, -0.921, 4.873)  0.211
H (-0.262, -2.792, 4.879)  0.209
H (1.695, -2.692, 3.361)  0.202
H (1.991, -0.760, 1.771)  0.200

No. 2
Entry from OMol25: C24H23BF4N3O3PtS as an isolated structure at a distorted geometry (ωB97M-V/def2-TZVPD).

Frontier orbital gap (spin up / spin down): 5.7 / 5.7 eV
Net charge: -1
ΔE to the lowest compared entry with this formula, charge and spin: 35.8 kcal per mole
E_tot: -2260.41902 Eh

Each line ends with the natural charge from an NBO analysis.
Positions of all 60 atoms, in Å:
Pt (0.937, -1.263, 0.784)  0.218
F (-4.286, -1.909, 2.332)  -0.344
C (-3.056, -1.385, 2.574)  0.413
C (-1.973, -1.824, 1.854)  -0.343
C (-0.703, -1.270, 2.080)  -0.266
C (-0.575, -0.290, 3.102)  -0.180
C (-1.714, 0.109, 3.791)  0.406
F (-1.640, 1.043, 4.788)  -0.355
C (-2.967, -0.402, 3.544)  -0.408
C (0.793, 0.257, 3.376)  0.202
C (1.083, 1.409, 4.112)  -0.257
C (2.402, 1.811, 4.257)  -0.180
C (3.415, 1.058, 3.689)  -0.285
C (3.053, -0.082, 2.987)  0.057
N (1.786, -0.455, 2.829)  -0.464
H (-2.110, -2.608, 1.120)  0.230
H (-3.833, -0.051, 4.088)  0.227
H (0.287, 1.992, 4.547)  0.228
H (2.633, 2.708, 4.821)  0.204
H (4.456, 1.337, 3.788)  0.210
H (3.790, -0.739, 2.537)  0.217
C (1.922, -4.568, 4.260)  -0.715
C (1.423, -4.132, 2.900)  0.813
O (2.352, -3.444, 2.244)  -0.729
O (0.308, -4.373, 2.510)  -0.601
H (3.008, -4.639, 4.268)  0.218
H (1.474, -5.524, 4.523)  0.219
H (1.614, -3.820, 4.994)  0.229
F (1.739, -3.940, -0.026)  -0.536
B (2.246, -3.003, 0.846)  1.213
F (3.519, -2.552, 0.462)  -0.554
C (-0.728, 3.752, -2.632)  -0.614
C (-1.268, 3.195, -1.315)  -0.399
C (-1.309, 1.676, -1.295)  -0.221
N (0.044, 1.138, -1.453)  -0.622
C (0.356, -0.151, -1.577)  0.258
S (1.913, -0.698, -1.262)  -0.162
N (-0.613, -0.988, -2.149)  -0.692
C (-1.493, -0.734, -3.184)  0.660
O (-2.538, -1.338, -3.269)  -0.584
C (-1.068, 0.245, -4.248)  -0.090
C (-2.059, 0.766, -5.069)  -0.189
C (-1.734, 1.640, -6.095)  -0.231
C (-0.404, 1.976, -6.321)  -0.205
C (0.591, 1.417, -5.534)  -0.209
C (0.262, 0.552, -4.496)  -0.202
H (-0.667, 4.841, -2.600)  0.204
H (-1.376, 3.469, -3.467)  0.208
H (0.268, 3.360, -2.847)  0.214
H (-2.281, 3.564, -1.143)  0.209
H (-0.653, 3.545, -0.480)  0.196
H (-1.944, 1.332, -2.108)  0.199
H (-1.744, 1.312, -0.359)  0.213
H (0.775, 1.647, -0.975)  0.413
H (-0.653, -1.918, -1.756)  0.455
H (-3.086, 0.477, -4.881)  0.233
H (-2.515, 2.055, -6.720)  0.210
H (-0.146, 2.668, -7.113)  0.208
H (1.631, 1.650, -5.723)  0.213
H (1.053, 0.096, -3.911)  0.240

No. 3
Entry from OMol25: C24H23BiN3O2S as an isolated structure (ωB97M-V/def2-TZVPD).

Frontier orbital gap: 7.6 eV
Net charge: +1
ΔE to the lowest compared entry with this formula, charge and spin: 1.3 kcal per mole
E_tot: -1855.68257 Eh

Each line ends with the natural charge from an NBO analysis.
Positions of all 54 atoms, in Å:
Bi (0.418, -0.149, -3.091)  1.894
C (3.898, 2.721, -2.591)  -0.688
C (2.504, 2.200, -2.394)  0.529
O (2.323, 0.965, -2.705)  -0.788
C (1.517, 3.037, -1.907)  -0.475
C (0.194, 2.685, -1.590)  0.367
C (-0.631, 3.682, -0.835)  -0.665
N (-0.366, 1.517, -1.890)  -0.515
N (-1.621, 1.299, -1.330)  -0.396
C (-2.180, 0.201, -1.713)  0.539
O (-1.649, -0.612, -2.597)  -0.828
C (-3.467, -0.196, -1.095)  -0.066
C (-4.071, 0.613, -0.134)  -0.184
C (-5.250, 0.209, 0.468)  -0.216
C (-5.831, -1.006, 0.120)  -0.191
C (-5.232, -1.812, -0.837)  -0.217
C (-4.053, -1.408, -1.447)  -0.200
H (3.968, 3.183, -3.578)  0.251
H (4.609, 1.898, -2.555)  0.236
H (4.154, 3.477, -1.851)  0.233
H (1.810, 4.048, -1.668)  0.232
H (-0.099, 4.625, -0.749)  0.227
H (-0.852, 3.295, 0.160)  0.251
H (-1.592, 3.833, -1.326)  0.254
H (-3.606, 1.551, 0.136)  0.232
H (-5.720, 0.841, 1.209)  0.223
H (-6.753, -1.319, 0.590)  0.224
H (-5.686, -2.753, -1.115)  0.224
H (-3.582, -2.025, -2.200)  0.231
N (1.018, -1.244, -1.268)  -1.198
S (1.414, -0.422, 0.058)  1.132
C (2.802, -1.241, 0.796)  -0.185
C (2.666, -2.448, 1.471)  -0.222
C (3.802, -3.058, 1.975)  -0.193
C (5.046, -2.459, 1.806)  -0.166
C (5.166, -1.253, 1.134)  -0.187
C (4.036, -0.634, 0.619)  -0.215
C (0.126, -0.707, 1.258)  -0.283
C (-1.047, -1.340, 0.893)  -0.219
C (-2.064, -1.464, 1.832)  -0.176
C (-1.891, -0.959, 3.110)  -0.181
C (-0.704, -0.321, 3.461)  -0.207
C (0.313, -0.184, 2.533)  -0.153
H (0.777, -2.220, -1.129)  0.407
H (1.690, -2.896, 1.616)  0.234
H (3.718, -3.996, 2.505)  0.235
H (5.929, -2.939, 2.209)  0.234
H (6.137, -0.792, 1.011)  0.233
H (4.111, 0.306, 0.086)  0.232
H (-1.190, -1.717, -0.111)  0.236
H (-2.990, -1.945, 1.547)  0.238
H (-2.684, -1.055, 3.839)  0.232
H (-0.574, 0.074, 4.459)  0.232
H (1.238, 0.312, 2.802)  0.222

No. 4
Entry from OMol25: one molecule with the formula C24H23BrN6O5 at a distorted geometry (ωB97M-V/def2-TZVPD).

Frontier orbital gap: 7.2 eV
SMILES: COCc1c(Br)c(C)nc(OCC(=O)N/N=C/c2cc(C)n(-c3ccc([N+](=O)[O-])cc3)c2C)c1C#N
Net charge: 0
E_tot: -4206.98762 Eh

Each line ends with the natural charge from an NBO analysis.
Positions of all 59 atoms, in Å:
C (5.060, -2.957, 0.100)  -0.246
O (3.763, -3.139, 0.606)  -0.533
C (2.866, -2.127, 0.224)  -0.092
C (1.609, -2.294, 1.028)  0.041
C (0.328, -2.263, 0.494)  -0.153
Br (0.049, -1.827, -1.328)  0.064
C (-0.790, -2.508, 1.295)  0.269
C (-2.181, -2.505, 0.774)  -0.666
N (-0.637, -2.716, 2.591)  -0.495
C (0.550, -2.643, 3.161)  0.558
O (0.619, -2.631, 4.497)  -0.475
C (-0.626, -2.569, 5.186)  -0.172
C (-1.614, -1.582, 4.540)  0.675
O (-2.796, -1.784, 4.489)  -0.563
N (-0.990, -0.452, 4.058)  -0.470
N (-1.491, 0.142, 2.951)  -0.225
C (-0.686, 0.686, 2.131)  0.064
C (-1.156, 1.196, 0.880)  -0.176
C (-2.519, 1.250, 0.467)  -0.262
C (-2.551, 1.741, -0.801)  0.153
C (-3.715, 1.951, -1.703)  -0.645
N (-1.246, 1.972, -1.201)  -0.392
C (-0.864, 2.448, -2.461)  0.270
C (0.029, 1.716, -3.244)  -0.251
C (0.406, 2.187, -4.484)  -0.159
C (-0.111, 3.394, -4.942)  0.002
N (0.286, 3.890, -6.235)  0.528
O (1.110, 3.251, -6.854)  -0.373
O (-0.227, 4.918, -6.624)  -0.372
C (-1.005, 4.130, -4.173)  -0.158
C (-1.379, 3.656, -2.934)  -0.247
C (-0.391, 1.638, -0.184)  0.201
C (1.083, 1.808, -0.290)  -0.656
C (1.731, -2.482, 2.411)  -0.221
C (2.979, -2.405, 3.064)  0.277
N (3.963, -2.269, 3.637)  -0.298
H (5.061, -2.943, -0.997)  0.167
H (5.501, -2.024, 0.471)  0.173
H (5.645, -3.801, 0.456)  0.205
H (3.300, -1.131, 0.433)  0.189
H (2.658, -2.185, -0.855)  0.197
H (-2.418, -1.519, 0.373)  0.250
H (-2.863, -2.728, 1.588)  0.254
H (-2.300, -3.236, -0.026)  0.232
H (-1.109, -3.551, 5.197)  0.222
H (-0.377, -2.269, 6.207)  0.222
H (0.020, -0.369, 4.217)  0.362
H (0.397, 0.729, 2.330)  0.154
H (-3.351, 0.957, 1.074)  0.242
H (-4.542, 1.332, -1.366)  0.237
H (-4.050, 2.989, -1.690)  0.217
H (-3.468, 1.684, -2.729)  0.222
H (0.396, 0.767, -2.887)  0.233
H (1.088, 1.633, -5.110)  0.252
H (-1.384, 5.065, -4.555)  0.253
H (-2.057, 4.224, -2.317)  0.233
H (1.506, 2.004, 0.693)  0.231
H (1.559, 0.911, -0.690)  0.219
H (1.330, 2.641, -0.946)  0.230